{
  "formula": "C50H49N8O17PSi",
  "method": "the ωB97M-V functional and the def2-TZVPD basis",
  "e_lumo_ev": -1.30,
  "charge": 0,
  "smiles": "O=[N+]([O-])c1ccccc1.O=[N+]([O-])c1ccccc1.O=[N+]([O-])c1ccccc1.O=[N+]([O-])c1ccccc1.O=[N+]([O-])c1ccccc1.O=[N+]([O-])c1ccccc1.O=[N+]([O-])c1ccccc1.O=[N+]([O-])c1ccccc1.CC[SiH2][PH2]=O",
  "total_energy_ev": -116515.0713,
  "homo_lumo_gap_ev": 7.75,
  "elements": ["O", "N", "O", "C", "C", "C", "C", "C", "C", "H", "H", "H", "H", "H", "O", "N", "O", "C", "C", "C", "C", "C", "C", "H", "H", "H", "H", "H", "O", "N", "O", "C", "C", "C", "C", "C", "C", "H", "H", "H", "H", "H", "O", "N", "O", "C", "C", "C", "C", "C", "C", "H", "H", "H", "H", "H", "O", "N", "O", "C", "C", "C", "C", "C", "C", "H", "H", "H", "H", "H", "O", "N", "O", "C", "C", "C", "C", "C", "C", "H", "H", "H", "H", "H", "O", "N", "O", "C", "C", "C", "C", "C", "C", "H", "H", "H", "H", "H", "O", "N", "O", "C", "C", "C", "C", "C", "C", "H", "H", "H", "H", "H", "C", "C", "Si", "P", "O", "H", "H", "H", "H", "H", "H", "H", "H", "H"],
  "xyz": [[-0.8187, 3.0439, -0.9028], [0.1060, 2.3322, -1.3225], [0.0344, 1.1037, -1.4696], [1.3735, 2.9891, -1.6636], [1.5110, 4.3715, -1.4773], [2.7270, 4.9870, -1.7807], [3.7921, 4.2288, -2.2693], [3.6490, 2.8539, -2.4638], [2.4387, 2.2268, -2.1613], [0.6905, 4.9764, -1.0972], [2.8457, 6.0583, -1.6332], [4.7401, 4.7122, -2.4991], [4.4828, 2.2703, -2.8478], [2.3441, 1.1539, -2.3154], [4.7876, 4.2869, -5.1214], [5.2134, 3.5899, -6.0545], [6.4115, 3.3469, -6.2585], [4.2317, 3.0178, -6.9837], [2.8689, 3.2976, -6.8127], [1.9421, 2.7704, -7.7140], [2.3731, 1.9684, -8.7719], [3.7299, 1.6828, -8.9337], [4.6665, 2.2067, -8.0404], [2.5170, 3.9209, -5.9935], [0.8828, 2.9873, -7.5936], [1.6473, 1.5642, -9.4754], [4.0577, 1.0545, -9.7590], [5.7206, 1.9774, -8.1820], [4.2237, -1.3463, -1.1598], [5.1828, -0.9376, -1.8312], [5.1504, -0.7439, -3.0549], [6.4438, -0.6698, -1.1295], [6.5362, -0.9109, 0.2483], [7.7455, -0.6773, 0.9058], [8.8488, -0.2035, 0.1941], [8.7509, 0.0457, -1.1759], [7.5476, -0.1869, -1.8450], [5.6857, -1.2802, 0.8171], [7.8292, -0.8676, 1.9737], [9.7912, -0.0282, 0.7101], [9.6143, 0.4176, -1.7231], [7.4884, 0.0092, -2.9135], [10.3022, -0.9028, 2.7840], [10.9369, -1.9360, 3.0432], [11.8302, -2.4091, 2.3261], [10.6040, -2.6503, 4.2816], [9.5746, -2.1714, 5.1038], [9.2463, -2.8686, 6.2681], [9.9428, -4.0292, 6.6085], [10.9744, -4.4980, 5.7933], [11.3100, -3.8109, 4.6250], [9.0223, -1.2686, 4.8524], [8.4445, -2.5087, 6.9093], [9.6794, -4.5725, 7.5144], [11.5146, -5.4017, 6.0669], [12.1143, -4.1909, 3.9986], [-2.1921, -3.2559, 5.4142], [-1.7663, -3.9529, 4.4811], [-0.5682, -4.1959, 4.2772], [-2.7480, -4.5250, 3.5519], [-4.1108, -4.2452, 3.7230], [-5.0376, -4.7724, 2.8217], [-4.6066, -5.5744, 1.7637], [-3.2498, -5.8600, 1.6019], [-2.3132, -5.3361, 2.4953], [-4.4627, -3.6219, 4.5421], [-6.0969, -4.5555, 2.9420], [-5.3324, -5.9786, 1.0602], [-2.9220, -6.4882, 0.7767], [-1.2591, -5.5653, 2.3536], [-2.7215, 6.8879, -6.7928], [-2.0868, 5.8547, -6.5336], [-1.1935, 5.3816, -7.2507], [-2.4197, 5.1404, -5.2952], [-3.4490, 5.6193, -4.4730], [-3.7774, 4.9221, -3.3088], [-3.0809, 3.7615, -2.9683], [-2.0492, 3.2927, -3.7835], [-1.7137, 3.9798, -4.9519], [-4.0014, 6.5221, -4.7244], [-4.5792, 5.2820, -2.6675], [-3.3443, 3.2182, -2.0624], [-1.5091, 2.3890, -3.5099], [-0.9093, 3.5998, -5.5782], [-6.2186, 5.1312, -0.4933], [-5.5839, 4.0979, -0.2341], [-4.6906, 3.6249, -0.9512], [-5.9168, 3.3837, 1.0043], [-6.9461, 3.8625, 1.8265], [-7.2745, 3.1654, 2.9907], [-6.5779, 2.0047, 3.3312], [-5.5463, 1.5360, 2.5160], [-5.2107, 2.2230, 1.3476], [-7.4984, 4.7653, 1.5751], [-8.0763, 3.5252, 3.6320], [-6.8414, 1.4614, 4.2371], [-5.0062, 0.6323, 2.7896], [-4.4064, 1.8430, 0.7213], [-7.6307, -4.1503, 2.2443], [-8.3093, -4.6400, 1.3292], [-8.0794, -4.4792, 0.1220], [-9.4668, -5.4624, 1.7013], [-9.7858, -5.6399, 3.0546], [-10.9022, -6.4032, 3.4018], [-11.6880, -6.9862, 2.4064], [-11.3619, -6.8164, 1.0598], [-10.2496, -6.0529, 0.7003], [-9.1836, -5.1922, 3.8421], [-11.1619, -6.5414, 4.4491], [-12.5608, -7.5758, 2.6818], [-11.9776, -7.2764, 0.2900], [-10.0106, -5.9273, -0.3537], [-1.2032, 0.9332, 1.1238], [-1.6614, -0.2346, 2.2285], [-0.3798, -0.0258, 3.7040], [-1.2329, 1.6011, 4.9662], [-0.1225, 2.4034, 5.7818], [-2.0383, 0.9685, 0.3057], [-1.0568, 1.9631, 1.6905], [-0.1479, 0.5687, 0.7135], [-1.5129, -1.3248, 1.8301], [-2.7174, -0.0230, 2.6974], [0.8734, 0.3965, 3.0387], [-0.2722, -1.3028, 4.3944], [-1.8425, 2.5432, 4.0193], [-2.3236, 1.1155, 5.7869]],
  "mulliken_charge": [-0.541, 1.169, -0.638, 0.043, -0.294, -0.656, -0.525, -0.500, -0.402, 0.453, 0.385, 0.428, 0.573, 0.505, -0.567, 1.001, -0.604, -0.038, -0.173, -0.252, -0.526, -0.381, -0.465, 0.527, 0.300, 0.385, 0.370, 0.436, -0.602, 1.054, -0.588, -0.007, -0.457, -0.255, -0.299, -0.604, -0.293, 0.440, 0.361, 0.424, 0.371, 0.465, -0.616, 1.017, -0.594, 0.111, -0.183, -0.519, -0.385, -0.428, -0.323, 0.412, 0.365, 0.362, 0.363, 0.415, -0.579, 0.986, -0.575, 0.015, -0.518, -0.196, -0.370, -0.572, -0.407, 0.450, 0.618, 0.356, 0.370, 0.456, -0.593, 0.979, -0.594, -0.167, -0.482, -0.486, -0.307, -0.732, -0.231, 0.444, 0.374, 0.788, 0.553, 0.491, -0.606, 0.963, -0.585, 0.039, -0.368, -0.431, -0.589, -0.486, -0.064, 0.442, 0.368, 0.391, 0.416, 0.419, -0.611, 0.958, -0.567, 0.100, -0.186, -0.521, -0.382, -0.438, -0.333, 0.422, 0.364, 0.364, 0.365, 0.429, -0.757, 0.013, 0.474, 0.359, -0.661, 0.218, 0.179, 0.277, 0.342, -0.277, -0.096, -0.175, 0.056, 0.085]
}